No. 1
{"formula": "C26H53ClN5O9", "method": "wB97M-V/def2-TZVPD", "total_energy_ha": -2433.10905, "largest_force_ev_per_a": 5.471, "total_charge": 1, "species": ["O", "C", "O", "C", "C", "C", "C", "C", "O", "O", "C", "C", "N", "C", "C", "O", "Cl", "H", "H", "H", "H", "H", "H", "H", "H", "H", "C", "C", "C", "O", "C", "N", "H", "H", "H", "H", "H", "H", "H", "H", "H", "H", "H", "C", "C", "C", "O", "C", "N", "H", "H", "H", "H", "H", "H", "H", "H", "H", "H", "H", "C", "C", "C", "O", "C", "N", "H", "H", "H", "H", "H", "H", "H", "H", "H", "H", "H", "C", "C", "C", "O", "C", "N", "H", "H", "H", "H", "H", "H", "H", "H", "H", "H", "H"], "coordinates": [[-2.76557, -0.38608, 4.30539], [-1.71727, -0.99647, 3.96883], [-1.80179, -2.40100, 3.71206], [-0.38569, -0.12415, 3.81495], [-0.06357, 0.28231, 2.28465], [-1.00648, -0.23570, 1.13833], [-0.69974, 0.09820, -0.37197], [-1.63083, -0.46278, -1.55855], [-2.86465, -0.62751, -1.47120], [-0.96899, -0.80685, -2.77519], [0.56922, 0.96344, -0.65910], [1.42082, 1.41582, 0.54823], [1.10973, 1.08868, 1.94260], [2.08343, 1.59167, 2.95934], [1.43831, 2.55430, 4.06183], [0.73126, 3.55311, 3.84721], [1.75735, 2.06920, 5.81907], [-1.05192, -2.83619, 4.18797], [0.48504, -0.74607, 4.26449], [-0.51697, 0.80017, 4.49804], [-1.93946, -0.86417, 1.32055], [-0.19142, -1.38798, -2.57980], [0.80706, 1.21870, -1.74704], [2.35508, 2.04924, 0.31048], [2.89817, 2.21428, 2.42145], [2.65996, 0.70580, 3.43226], [2.10252, -5.72315, 0.89600], [0.72179, -5.08581, 0.77292], [0.41825, -4.53027, -0.63500], [1.06858, -3.29407, -0.93641], [2.42285, -3.42628, -1.34139], [0.58145, -4.04752, 1.80232], [2.90304, -4.98413, 0.96972], [2.15696, -6.33809, 1.79892], [2.31392, -6.37196, 0.04131], [-0.01379, -5.87096, 0.97835], [-0.65402, -4.31610, -0.68832], [0.62375, -5.27397, -1.41371], [2.59266, -4.33639, -1.92318], [3.08134, -3.39972, -0.47218], [2.67314, -2.56566, -1.96707], [-0.37528, -3.69553, 1.78413], [1.13701, -3.24592, 1.50058], [-2.16627, 5.09602, -4.70027], [-0.70092, 4.85652, -4.35001], [-0.33856, 3.36574, -4.19261], [-0.77907, 2.77788, -2.96754], [-2.14538, 2.39019, -2.96011], [-0.36749, 5.62387, -3.14232], [-2.82932, 4.98301, -3.84009], [-2.30495, 6.11465, -5.07356], [-2.50113, 4.40888, -5.48283], [-0.10351, 5.25048, -5.17944], [0.75353, 3.28430, -4.18001], [-0.68208, 2.77486, -5.04999], [-2.47833, 2.02902, -3.93718], [-2.77035, 3.21847, -2.62448], [-2.26079, 1.58119, -2.23613], [0.63362, 5.54510, -2.96927], [-0.78639, 5.13758, -2.34878], [-0.75047, -2.21446, 8.47071], [-0.48271, -0.76727, 8.87305], [-1.47372, -0.22268, 9.92143], [-2.75759, 0.10788, 9.40080], [-3.62821, -0.99987, 9.23478], [-0.46389, 0.06880, 7.66474], [-1.59475, -2.31191, 7.78478], [0.12192, -2.63360, 7.95947], [-0.94938, -2.83635, 9.34788], [0.51586, -0.73844, 9.32301], [-1.06745, 0.71504, 10.31365], [-1.56689, -0.90105, 10.77785], [-3.48742, -1.75591, 10.01273], [-3.49556, -1.43988, 8.24511], [-4.65513, -0.63224, 9.29342], [-0.18456, 1.01357, 7.92451], [-1.43226, 0.18118, 7.36008], [2.29435, -0.45779, -8.43223], [2.57925, 0.99430, -8.06064], [1.61306, 1.56267, -7.00077], [0.31812, 1.89281, -7.50009], [-0.55977, 0.78595, -7.62817], [2.57887, 1.80812, -9.28259], [1.43609, -0.56167, -9.09879], [3.15286, -0.89088, -8.95366], [2.10962, -1.06359, -7.53987], [3.58721, 1.02469, -7.63161], [2.03349, 2.50443, -6.63279], [1.53421, 0.89869, -6.13026], [-0.40508, 0.04260, -6.84018], [-0.45000, 0.32868, -8.61223], [-1.58430, 1.15880, -7.55426], [2.86984, 2.75546, -9.04626], [1.60649, 1.92176, -9.57087]], "lowdin_charge": [0.09, -0.40, 0.04, -0.03, -0.02, 0.14, 0.02, -0.39, 0.11, 0.06, 0.08, 0.06, -0.04, -0.11, -0.65, 0.05, 0.63, 0.12, 0.15, 0.12, 0.14, 0.12, 0.12, 0.15, 0.15, 0.15, -0.07, -0.42, -0.19, -0.23, -0.10, 0.04, 0.06, 0.08, 0.08, 0.14, 0.12, 0.13, 0.10, 0.08, 0.08, 0.05, 0.06, -0.07, -0.42, -0.19, -0.22, -0.08, 0.04, 0.07, 0.08, 0.08, 0.14, 0.12, 0.11, 0.11, 0.09, 0.05, 0.07, 0.07, -0.07, -0.42, -0.20, -0.19, -0.10, 0.03, 0.06, 0.07, 0.08, 0.14, 0.12, 0.12, 0.09, 0.07, 0.09, 0.05, 0.07, -0.07, -0.43, -0.21, -0.21, -0.10, 0.04, 0.07, 0.08, 0.08, 0.13, 0.12, 0.11, 0.09, 0.08, 0.09, 0.07, 0.07]}

No. 2
{"formula": "C26H53FO16S4", "method": "wB97M-V/def2-TZVPD", "total_energy_ha": -3918.65552, "largest_force_ev_per_a": 5.137, "species": ["F", "C", "C", "C", "C", "C", "C", "H", "H", "H", "H", "H", "C", "S", "O", "C", "H", "H", "H", "H", "H", "H", "C", "S", "O", "C", "H", "H", "H", "H", "H", "H", "C", "S", "O", "C", "H", "H", "H", "H", "H", "H", "C", "S", "O", "C", "H", "H", "H", "H", "H", "H", "C", "O", "C", "O", "O", "C", "H", "H", "H", "H", "H", "H", "C", "O", "C", "O", "O", "C", "H", "H", "H", "H", "H", "H", "C", "O", "C", "O", "O", "C", "H", "H", "H", "H", "H", "H", "C", "O", "C", "O", "O", "C", "H", "H", "H", "H", "H", "H"], "coordinates": [[-1.25197, 0.71096, -3.65805], [-1.75681, 1.92827, -4.08322], [-2.61229, 1.95720, -5.20455], [-3.10897, 3.16642, -5.68146], [-2.66863, 4.42453, -5.25740], [-1.77672, 4.33618, -4.15421], [-1.26016, 3.12158, -3.63072], [-2.73899, 0.97416, -5.63346], [-3.76450, 3.20487, -6.53890], [-2.95721, 5.29400, -5.82937], [-1.42809, 5.24810, -3.69240], [-0.63250, 3.13975, -2.75203], [1.81479, -0.24214, 1.05353], [0.52471, -1.37849, 0.41336], [-0.74227, -0.92664, 1.12375], [0.57214, -0.94730, -1.31398], [1.40803, 0.74602, 1.26848], [2.74938, -0.04413, 0.52871], [2.09741, -0.63324, 2.03091], [1.46457, -1.24639, -1.86372], [0.47201, 0.12526, -1.48043], [-0.28107, -1.35632, -1.85512], [-4.55082, 1.95895, -1.08157], [-3.22119, 2.94972, -0.17940], [-3.63485, 3.38943, 1.25149], [-1.81392, 1.81015, 0.02768], [-4.23609, 2.01939, -2.12340], [-5.53245, 2.41593, -0.95627], [-4.56385, 0.99652, -0.57004], [-0.88516, 2.27917, 0.35253], [-1.60734, 1.17848, -0.83628], [-2.03781, 1.18237, 0.89016], [-3.80284, -0.48462, 2.32554], [-5.01311, 0.52628, 3.38522], [-4.72541, 1.96138, 2.97105], [-6.47057, -0.01291, 2.37318], [-3.99651, -1.54485, 2.48836], [-2.80489, -0.18933, 2.64958], [-3.73446, -0.23864, 1.26587], [-7.28483, 0.62045, 2.72524], [-6.71110, -1.05002, 2.60695], [-6.20726, 0.13978, 1.32655], [-0.72437, -2.50277, 4.78499], [0.53072, -1.99638, 6.01207], [0.65147, -0.47554, 5.95998], [-0.61897, -2.35349, 7.42720], [-1.06211, -3.53910, 4.79288], [-0.36438, -2.15784, 3.81569], [-1.66327, -1.95276, 4.84873], [-1.68511, -2.35728, 7.20039], [-0.25600, -1.62421, 8.15142], [-0.48441, -3.32399, 7.90481], [-2.79216, -2.32308, -2.66356], [-3.87695, -3.01773, -3.22544], [-4.24375, -2.82429, -4.53083], [-3.47732, -2.24571, -5.36593], [-5.32400, -3.59363, -4.83511], [-5.66350, -3.55206, -6.23403], [-3.02392, -1.28788, -2.91406], [-1.87028, -2.51558, -3.21235], [-2.70015, -2.32391, -1.57746], [-4.84613, -3.92494, -6.85124], [-5.97044, -2.58266, -6.62666], [-6.56034, -4.16251, -6.33953], [2.93986, -3.36547, 2.86253], [4.09641, -2.58847, 3.00611], [5.05864, -2.86103, 2.15162], [4.98147, -3.53285, 1.07705], [6.19532, -2.41258, 2.61410], [7.41578, -2.80494, 2.06145], [2.38084, -3.10738, 1.96309], [2.32035, -3.35874, 3.75933], [3.23679, -4.40705, 2.73995], [8.24154, -2.27275, 2.53367], [7.42864, -2.48042, 1.02096], [7.58805, -3.88123, 2.06061], [3.75422, 2.70046, -1.13029], [3.88691, 2.61799, -2.55331], [2.96440, 1.90559, -3.17241], [1.83912, 1.60499, -2.79051], [3.42607, 1.78257, -4.46089], [2.57244, 1.02861, -5.31622], [2.71641, 2.78529, -0.80805], [4.20810, 3.59802, -0.71023], [4.23959, 1.89176, -0.58393], [1.57000, 1.45654, -5.30677], [2.50312, 0.05487, -4.83131], [3.02431, 0.99679, -6.30764], [6.15825, 2.53279, 2.15368], [5.19620, 1.94228, 3.00893], [3.95854, 2.11493, 2.83857], [3.39004, 2.98548, 2.13924], [3.25099, 1.34430, 3.68899], [3.64192, 0.45272, 4.63253], [6.11178, 2.01850, 1.19376], [7.17825, 2.21829, 2.37457], [6.06216, 3.61845, 2.13887], [2.78928, -0.05816, 5.07987], [4.14885, 0.94075, 5.46497], [4.26231, -0.33386, 4.20298]], "lowdin_charge": [0.02, -0.26, -0.01, -0.10, -0.06, -0.06, -0.03, 0.11, 0.10, 0.10, 0.10, 0.11, -0.23, 0.85, -0.56, -0.27, 0.06, 0.06, 0.03, 0.07, 0.02, 0.03, -0.21, 0.84, -0.58, -0.26, 0.03, 0.05, 0.02, 0.06, 0.03, 0.01, -0.25, 0.86, -0.58, -0.26, 0.04, 0.02, 0.03, 0.04, 0.04, 0.04, -0.28, 0.84, -0.55, -0.25, 0.06, 0.03, 0.05, 0.05, 0.04, 0.04, -0.06, -0.02, -0.48, 0.05, 0.00, -0.05, 0.08, 0.09, 0.10, 0.10, 0.09, 0.09, -0.04, 0.00, -0.57, 0.07, 0.01, -0.05, 0.07, 0.08, 0.10, 0.10, 0.10, 0.10, -0.04, 0.03, -0.55, 0.09, -0.02, -0.04, 0.09, 0.09, 0.08, 0.09, 0.09, 0.10, -0.01, 0.03, -0.60, 0.08, 0.00, -0.08, 0.09, 0.09, 0.11, 0.07, 0.11, 0.08]}

> Which formula does entry 2 have?

C26H53FO16S4

> Which formula does entry 1 have?

C26H53ClN5O9